1.
{
  "formula": "C21H14Co2NO6",
  "method": "ωB97M-V/def2-TZVPD",
  "gap_ev": 6.30,
  "spin_multiplicity": 1,
  "e_above_lowest_kj_mol": 30.93,
  "charge": -1,
  "lumo_energy_ev": 2.55,
  "homo_energy_ev": -3.75,
  "species": ["O", "C", "Co", "C", "O", "C", "O", "C", "C", "C", "C", "C", "C", "C", "C", "C", "Co", "C", "O", "C", "O", "C", "O", "H", "H", "H", "H", "H", "H", "H", "C", "C", "C", "C", "C", "N", "C", "H", "H", "H", "H", "H", "H", "H"],
  "positions_angstrom": [[-3.0662, 1.8973, -0.7487], [-2.0109, 1.7249, -0.2985], [-0.4664, 1.2853, 0.3942], [0.5729, 2.6629, 0.0120], [1.1682, 3.6153, -0.2719], [-0.7311, 1.0519, 2.1070], [-1.0058, 0.8812, 3.2206], [-0.4895, -0.6944, -0.2234], [-1.7892, -1.3051, -0.0057], [-2.3748, -1.5100, 1.2709], [-3.7506, -1.7303, 1.3645], [-4.5272, -1.8596, 0.2062], [-3.9249, -1.7907, -1.0506], [-2.5524, -1.5801, -1.1546], [0.2235, -0.4973, -1.4605], [-0.0474, -0.0424, -2.6977], [1.2662, -0.9092, -0.1125], [1.3698, -1.3961, 1.5923], [1.5391, -1.7356, 2.6860], [2.5741, 0.3272, -0.2081], [3.5202, 0.9915, -0.1726], [1.9669, -2.2693, -1.0178], [2.3898, -3.1668, -1.6153], [-1.7492, -1.4827, 2.1627], [-4.2255, -1.7961, 2.3443], [-5.6071, -2.0287, 0.2866], [-4.5095, -1.8941, -1.9617], [-2.0623, -1.5641, -2.1249], [0.7684, 0.1013, -3.4109], [-1.0554, 0.3033, -2.9605], [-0.2123, 3.2890, 8.2247], [0.5705, 3.1770, 6.9481], [1.8701, 3.6729, 6.8612], [2.5708, 3.5584, 5.6735], [1.9436, 2.9481, 4.5711], [0.6957, 2.5017, 4.6562], [0.0143, 2.5717, 5.7910], [-1.1984, 2.8234, 8.1294], [0.3182, 2.8047, 9.0562], [-0.3559, 4.3409, 8.5091], [2.3224, 4.1454, 7.7376], [3.5896, 3.9247, 5.5553], [2.4555, 2.8316, 3.6189], [-0.9994, 2.1587, 5.8177]],
  "mulliken_charge": [-0.3902, 0.0777, 0.3359, 0.0640, -0.4309, 0.0254, -0.3635, 1.4316, 0.7410, -0.3071, -0.6390, -0.3968, -0.6336, -0.4485, -0.5589, -0.9574, -0.1099, 0.2529, -0.3879, -0.0059, -0.3824, 0.0740, -0.4011, 0.4195, 0.3558, 0.3310, 0.3728, 0.4107, 0.2177, 0.2944, -1.2804, 0.6981, -0.3704, -0.6212, -0.2391, -0.2529, -0.2460, 0.3359, 0.3048, 0.2940, 0.3733, 0.3376, 0.4140, 0.2609]
}

2.
{
  "formula": "C2H7NOS",
  "method": "ωB97M-V/def2-TZVPD",
  "gap_ev": [7.41, 2.25],
  "spin_multiplicity": 2,
  "e_above_lowest_kj_mol": 124.90,
  "charge": 1,
  "s_squared": 0.753,
  "lumo_energy_ev": [-4.52, -9.68],
  "homo_energy_ev": [-11.93, -11.93],
  "species": ["C", "S", "H", "H", "H", "H", "C", "N", "O", "H", "H", "H"],
  "positions_angstrom": [[-2.6618, -0.0788, -1.8172], [-3.4742, 0.6305, -3.3368], [-3.1891, -0.8401, -1.2098], [-2.4457, 0.7309, -1.1299], [-1.6997, -0.6302, -2.0323], [-3.0374, -0.2350, -4.1806], [3.2948, -0.0444, 3.3556], [4.5072, -0.5457, 2.9246], [2.2046, -0.4186, 2.8014], [3.4403, 0.7489, 4.0136], [5.2262, -0.6860, 3.5258], [4.3075, -1.2696, 2.2875]],
  "mulliken_charge": [-0.6952, 0.3660, 0.3766, 0.3209, 0.3457, 0.2860, 0.1106, -0.3595, -0.5841, 0.3621, 0.2303, 0.2406]
}

3.
{
  "formula": "C5H12ClNO3P2V",
  "method": "ωB97M-V/def2-TZVPD",
  "gap_ev": 5.03,
  "spin_multiplicity": 1,
  "charge": 3,
  "lumo_energy_ev": -16.19,
  "homo_energy_ev": -21.22,
  "species": ["C", "C", "P", "C", "C", "N", "C", "O", "O", "P", "O", "Cl", "H", "H", "H", "H", "H", "H", "H", "H", "H", "H", "H", "H", "V"],
  "positions_angstrom": [[2.3505, 0.7023, 0.7640], [1.7727, 0.9463, -0.6940], [0.0477, 0.3503, -0.9162], [-0.0750, -1.5096, -1.1698], [0.5626, -2.3942, -0.0137], [-1.0227, 0.9155, 0.2411], [-1.4597, -0.1194, 1.2265], [-2.3078, -0.8608, 0.9415], [-0.8697, -0.0931, 2.4096], [-2.5310, 1.4593, -0.5799], [-3.5020, 1.9720, 0.6028], [-2.0955, 3.1035, -1.7362], [3.4519, 0.6671, 0.7174], [2.0305, 1.5069, 1.4461], [1.9795, -0.2755, 1.1137], [1.7595, 2.0479, -0.8519], [2.4663, 0.5273, -1.4483], [0.4234, -1.8354, -2.1527], [-1.1652, -1.7938, -1.2814], [-0.0448, -3.3156, 0.0800], [0.5529, -1.9183, 0.9784], [1.5836, -2.7190, -0.2804], [-0.0975, 0.5006, 2.3224], [-2.9036, 2.3249, 1.3005], [-0.9066, -0.1893, -3.0195]],
  "mulliken_charge": [-1.0414, -0.2606, 0.3978, -1.1027, -1.1856, -0.0057, 0.4760, -0.3509, -0.3173, 0.5130, -0.3340, -0.0325, 0.3653, 0.3167, 0.2878, 0.4015, 0.4840, 0.7752, 0.7726, 0.3260, 0.3226, 0.4278, 0.3627, 0.4048, 0.9971]
}

4.
{
  "formula": "C24H24F5N5O2Pd",
  "method": "ωB97M-V/def2-TZVPD",
  "gap_ev": 6.94,
  "spin_multiplicity": 1,
  "e_above_lowest_kj_mol": 0.00,
  "charge": 2,
  "lumo_energy_ev": -7.59,
  "homo_energy_ev": -14.53,
  "species": ["Pd", "O", "C", "N", "C", "C", "C", "C", "C", "C", "N", "C", "C", "C", "C", "C", "N", "H", "H", "H", "H", "H", "H", "H", "H", "H", "H", "C", "C", "N", "C", "C", "C", "O", "C", "C", "C", "C", "N", "C", "H", "H", "H", "H", "H", "H", "H", "H", "H", "H", "H", "H", "H", "H", "F", "C", "F", "C", "F", "F", "F"],
  "positions_angstrom": [[0.3510, 0.6715, 0.0832], [0.0624, 4.6431, 0.1254], [-0.1326, 3.4507, 0.1124], [0.8387, 2.5099, 0.1093], [2.2386, 2.8741, 0.1735], [3.0597, 1.6296, 0.1238], [4.4458, 1.6791, 0.1544], [5.1725, 0.5088, 0.0956], [4.4899, -0.6983, -0.0002], [3.1166, -0.6812, -0.0244], [2.3992, 0.4557, 0.0420], [-1.5033, 2.8353, 0.1242], [-2.6352, 3.6225, 0.1006], [-3.8755, 3.0069, 0.1259], [-3.9300, 1.6215, 0.1871], [-2.7500, 0.9044, 0.2106], [-1.5497, 1.4920, 0.1744], [2.4491, 3.4335, 1.0902], [2.4984, 3.5295, -0.6635], [4.9350, 2.6412, 0.2225], [6.2535, 0.5312, 0.1200], [5.0115, -1.6426, -0.0538], [2.5714, -1.6071, -0.1013], [-2.5068, 4.6961, 0.0666], [-4.7837, 3.5938, 0.1063], [-4.8741, 1.0963, 0.2228], [-2.7686, -0.1723, 0.2873], [-1.9927, -3.1665, -4.4693], [-2.8608, -1.9302, -4.2697], [-4.2098, -2.2372, -3.8003], [-5.2536, -2.2627, -4.8470], [-5.6958, -0.8650, -5.2454], [-4.6021, -2.4911, -2.5437], [-5.7605, -2.6895, -2.2223], [-3.6094, -2.5551, -1.3587], [-4.2180, -2.8961, -0.1434], [-3.5093, -2.9285, 1.0511], [-2.1666, -2.6600, 1.0345], [-1.5751, -2.3678, -0.1498], [-2.2527, -2.3237, -1.3305], [-0.9963, -2.8853, -4.8122], [-2.4337, -3.8141, -5.2262], [-1.8949, -3.7654, -3.5609], [-2.9842, -1.4278, -5.2276], [-2.4004, -1.1722, -3.6313], [-6.0931, -2.8315, -4.4606], [-4.8366, -2.8089, -5.6948], [-6.0693, -0.3212, -4.3775], [-6.5038, -0.9314, -5.9726], [-4.8894, -0.2897, -5.7020], [-5.2785, -3.1169, -0.1786], [-3.9950, -3.1654, 1.9869], [-1.5424, -2.6262, 1.9157], [-1.6577, -2.0752, -2.1894], [0.3218, -1.8348, -1.3084], [-0.1140, -2.4855, -0.2294], [0.4515, -1.9258, 0.8540], [0.3151, -3.9852, -0.3085], [-0.2997, -4.5452, -1.3422], [-0.0419, -4.5937, 0.8126], [1.6226, -4.0435, -0.4659]],
  "mulliken_charge": [1.1984, -0.6304, -0.3841, -0.4843, -0.4822, 0.2045, -0.8180, -0.3205, -0.9532, 0.1212, -0.0693, 0.6586, -0.4529, -0.4734, -0.7634, 0.4097, -0.2003, 0.4259, 0.4201, 0.4638, 0.4576, 0.4648, 0.3677, 0.5121, 0.4670, 0.4859, 0.3212, -1.0544, -0.8804, 0.1845, -0.6907, -1.0767, 0.2903, -0.6777, 0.4111, -0.4699, -0.8767, -0.2623, 0.5422, -0.4972, 0.3497, 0.3908, 0.3008, 0.4815, 0.5325, 0.4266, 0.3302, 0.2887, 0.3891, 0.3486, 0.5831, 0.5191, 0.5796, 0.8540, -0.1845, 0.1479, -0.2473, 0.6223, -0.1766, -0.2259, -0.1989]
}

In the order shown, the computed energy values come out to -111031.4315 -16550.2087 -69761.9794 -53876.0577 eV.